Record 1
A cluster of 5 separate species, C49H109F2NO7P3S2 in total. Source: OMol25; level of theory: the ωB97M-V functional and the def2-TZVPD basis.

The value obtained for the calculated total energy is -4533.3887 hartree. Its lowest unoccupied orbital energy is -0.0608 Ha. Its highest occupied orbital energy is -4.2 eV. Its charge is +1. The value obtained for the energy above the lowest of the compared OMol25 structures with the same formula, charge and spin is 1361.6 kJ/mol. As for the gap between HOMO and LUMO: 2.6 eV.

Geometry as XYZ:
```
173
C49H109F2NO7P3S2 (the ωB97M-V functional and the def2-TZVPD basis)
H -5.90 -6.93 -7.12
C 9.99 4.50 -0.60
H 8.05 2.14 -1.31
H 9.09 -1.65 2.19
H -4.73 9.49 7.97
H 8.53 3.12 1.05
C 7.28 2.64 -0.73
H 8.29 -1.29 -0.03
H 1.03 -2.79 5.44
O -0.25 -5.75 0.83
H 7.85 0.38 -2.40
C -4.83 -6.94 -6.95
C 7.48 0.33 1.14
H 5.32 0.94 -2.10
H 7.27 -1.22 -2.04
C -6.14 -10.02 -11.19
H -4.06 10.17 9.72
H -9.14 7.36 8.22
C 2.15 -10.54 -7.32
H -1.55 -2.90 -9.27
H -8.86 6.80 11.19
H 10.56 4.10 0.24
H 2.71 -11.01 -6.51
C -5.66 -7.13 -4.60
H -7.36 8.95 8.37
C -3.64 11.23 11.60
N 1.90 -4.46 1.20
H -6.61 -10.91 -11.61
C 5.68 -1.27 -4.31
C 4.21 3.15 0.20
H -2.50 9.82 10.44
C 7.86 3.60 0.34
H -0.61 -5.04 -10.10
H 7.80 1.21 1.70
C -3.55 10.01 10.67
H -6.93 8.54 10.02
H -2.64 4.04 6.15
H 0.20 -9.70 -8.46
C -2.19 9.81 6.11
O 1.50 -5.41 -1.04
H -3.12 -8.59 -11.98
P 6.40 1.18 -0.07
C 6.96 -0.25 -2.42
C -1.53 -9.30 -7.29
C 0.93 -9.92 -6.54
C 3.65 3.03 -1.29
H 11.14 0.66 1.39
C -9.20 6.60 10.18
S 0.91 -5.01 0.28
H 4.15 0.93 0.78
C 8.54 4.82 -0.31
C -4.29 3.43 4.85
P -2.74 -8.50 -8.44
O 2.20 -1.49 6.99
H -2.19 -6.53 -10.94
C -3.81 7.55 10.34
H -2.01 -4.30 -10.89
H -5.38 3.34 4.94
H -8.81 5.63 9.87
C -4.18 8.63 7.59
H 5.58 -1.22 -5.40
H -2.98 -3.66 -8.76
H -2.05 8.00 7.22
C -8.83 7.73 9.19
C -6.39 6.99 8.65
H -4.03 4.24 4.18
H -3.94 6.61 10.88
H -6.70 -9.09 -11.20
H -4.73 8.38 6.69
H 2.40 4.77 -2.03
C -4.75 -9.79 -11.72
H -3.78 3.02 6.99
H -4.39 -10.82 -11.75
H -2.83 10.69 6.10
C 8.65 -0.41 0.50
C -1.92 -3.86 -8.91
H -5.56 -6.99 -3.53
H -2.54 9.85 3.91
H 7.05 3.92 0.99
C -3.71 3.80 6.23
C 4.77 1.82 0.78
C -2.30 9.15 4.70
H -6.51 -6.53 -4.90
H -4.62 -9.10 -7.02
C -1.67 -4.83 -10.00
C 10.53 0.06 2.07
O 1.49 -2.66 8.49
H 0.39 -8.18 -7.77
H -5.01 -8.29 -8.47
H -4.08 -7.87 -10.73
H 6.32 0.80 -4.08
H 4.94 1.98 1.85
H -3.82 2.48 4.61
C -4.41 -8.19 -7.57
H 4.77 -1.02 -3.78
H -2.10 9.42 8.13
C 1.50 -2.50 7.23
O 4.26 -5.77 0.59
H -2.36 -6.45 -7.79
H 1.79 4.09 -0.66
C -2.67 -9.41 -10.05
H 8.61 5.69 0.34
C -4.35 5.11 6.75
H 2.64 -9.76 -7.90
H 1.88 -11.20 -8.15
H -1.76 -8.84 -6.33
H 11.32 -0.46 2.61
H -3.87 -6.13 -4.98
H -2.67 5.71 8.03
H 7.60 -0.30 -4.46
C -1.96 -6.86 -8.73
H -4.46 -6.06 -7.47
H 1.40 -9.40 -5.71
H -2.74 7.38 10.22
H 8.04 5.21 -1.19
H 10.39 5.48 -0.87
H -0.88 -6.96 -8.64
H -10.28 6.63 10.29
C 2.31 3.78 -1.57
H 0.45 -10.82 -6.17
H 1.59 3.34 -2.25
H -2.94 -10.42 -9.74
H 6.83 -0.17 1.86
H -1.65 -9.41 -10.41
H -2.89 8.23 4.78
C 6.68 -0.21 -3.89
H -9.39 8.62 9.46
H -4.47 5.78 5.90
H 10.16 3.80 -1.42
C 5.92 0.26 -1.50
H -1.43 -4.21 -8.00
F 3.37 -5.69 2.83
C -2.62 8.93 7.31
H -4.71 11.39 11.69
H -3.98 5.11 8.93
H -6.33 6.19 9.39
H 3.38 1.98 -1.43
C -3.72 -8.84 -11.10
H 4.84 4.00 0.47
H 4.48 3.39 -1.89
H 10.33 -1.66 0.92
H 3.31 3.32 0.79
H -3.99 8.56 12.23
H -4.96 -9.48 -12.75
H 10.01 0.75 2.73
H -5.37 4.88 7.06
H -3.64 -7.71 -5.19
C -4.39 -6.96 -5.46
C -4.17 8.77 11.17
H -1.81 -10.35 -7.17
H -3.18 11.07 12.58
H -6.07 -10.12 -10.10
C 0.00 -9.16 -7.53
H -3.45 -5.94 -9.97
C -2.37 -6.12 -9.95
H -6.73 6.50 7.74
H -1.26 8.85 4.57
H -3.20 12.09 11.10
H 6.60 3.23 -1.34
C -3.76 5.72 8.05
O 0.79 -3.09 6.32
C 9.63 -1.03 1.48
H 9.21 0.30 -0.12
H -5.24 8.96 11.17
S 2.95 -5.85 1.30
H -1.17 10.15 6.33
H 6.06 -2.20 -3.91
C -7.31 8.13 9.09
H 5.25 -0.59 -1.32
P -4.55 7.20 8.70
F 0.29 -3.56 -0.21
H -5.87 -8.19 -4.75
O 2.28 -7.14 1.38
```

***

Record 2
A cluster of 2 separate species, C10H11N2 in total. Source: OMol25; level of theory: the ωB97M-V functional and the def2-TZVPD basis.

The value obtained for the calculated total energy is -496.7871 hartree. Its lowest unoccupied orbital energy is -0.1460 Ha. Its highest occupied orbital energy is -13.4 eV. Its charge is +1. The value obtained for the energy above the lowest of the compared OMol25 structures with the same formula, charge and spin is 371.6 kJ/mol. As for the gap between HOMO and LUMO: 9.4 eV.

Geometry as XYZ:
```
23
C10H11N2 (the ωB97M-V functional and the def2-TZVPD basis)
H 4.92 -0.88 1.83
C -1.68 -1.14 -1.22
H -3.68 -0.97 -0.41
N -0.21 0.42 -0.32
H 0.64 0.90 -0.32
H 1.95 -1.93 -3.78
H -0.72 1.79 1.01
C -1.12 1.05 0.37
N 3.26 0.13 1.17
H -1.95 -1.95 -1.92
C -3.47 1.05 1.25
H -2.98 1.60 1.93
H 4.96 -0.18 0.24
H 4.93 0.88 1.72
C 2.17 0.47 1.05
C 0.69 -1.11 -2.07
C 1.33 -1.53 -3.00
C 4.63 0.00 1.31
H -4.05 0.29 1.84
C -0.40 -0.57 -1.20
H -4.13 1.66 0.65
C -2.62 -0.56 -0.42
C -2.47 0.57 0.29
```

***

Record 3
A cluster of 2 separate species, C2H2N2O2 in total. Source: OMol25; level of theory: the ωB97M-V functional and the def2-TZVPD basis.

The value obtained for the calculated total energy is -337.1412 hartree. Its lowest unoccupied orbital energy (alpha / beta) is -0.0952 / -0.0754 Ha. Its highest occupied orbital energy (alpha / beta) is -11.5 / -11.1 eV. Its charge is 0. The value obtained for the energy above the lowest of the compared OMol25 structures with the same formula, charge and spin is 743.5 kJ/mol. As for the gap between HOMO and LUMO (alpha / beta): 8.9 / 9.1 eV.

Geometry as XYZ:
```
8
C2H2N2O2 (the ωB97M-V functional and the def2-TZVPD basis)
H -0.43 0.83 -1.84
C 0.92 -1.12 -0.39
O -0.87 -0.57 1.61
C 0.41 0.21 -0.16
H 0.87 1.19 -0.25
O -1.33 1.38 0.77
N 1.19 -2.20 -0.50
N -0.76 0.29 0.76
```

***

Record 4
A structure of composition C21H22InNTe4. Source: OMol25; level of theory: the ωB97M-V functional and the def2-TZVPD basis.

The value obtained for the calculated total energy is -2130.4725 hartree. Its lowest unoccupied orbital energy is -0.0150 Ha. Its highest occupied orbital energy is -7.3 eV. Its charge is 0. The value obtained for the energy above the lowest of the compared OMol25 structures with the same formula, charge and spin is 29.3 kJ/mol. As for the gap between HOMO and LUMO: 6.9 eV.

Geometry as XYZ:
```
49
C21H22InNTe4 (the ωB97M-V functional and the def2-TZVPD basis)
H -2.93 -5.06 -0.14
H -0.10 -2.33 -1.84
C -2.59 -0.68 1.47
C 2.68 -0.86 -1.63
H 2.08 -2.91 -1.38
C -1.84 0.49 1.40
Te -0.76 3.23 -3.29
H 4.61 -1.62 -3.45
C -3.19 1.43 3.18
H 1.57 -1.28 -3.38
Te 0.96 3.06 0.41
H 3.46 1.18 0.96
H 1.72 -0.54 3.07
Te -1.31 0.61 -2.82
H 3.74 0.85 -3.66
H -4.80 0.20 3.89
H 3.01 -1.73 3.14
H 2.01 1.17 -3.43
H -3.61 -3.26 1.41
N -1.23 -1.62 -0.28
C -3.96 0.28 3.21
H -4.28 -1.66 2.39
C 3.07 0.27 -0.94
H 3.52 -1.95 -4.81
C -2.84 -3.08 0.68
C -2.45 -4.09 -0.19
C -3.66 -0.77 2.36
Te -1.22 4.14 -0.79
H 2.10 -2.86 1.07
C -2.14 1.54 2.27
C 3.59 -1.92 -3.72
H 3.43 -2.93 -3.34
C -1.46 -3.84 -1.13
C -0.88 -2.59 -1.13
C 2.58 -0.92 -3.14
H 2.58 0.35 -4.89
C 3.13 0.29 0.45
H 3.40 -0.01 3.09
H 3.35 1.17 -1.47
H -1.54 2.44 2.25
In -0.42 0.74 -0.24
H -3.41 2.25 3.85
C 2.72 -0.77 2.71
C -2.22 -1.83 0.60
C 2.38 -1.97 0.51
H -1.15 -4.59 -1.84
C 2.75 -0.82 1.21
C 2.74 0.44 -3.81
C 2.36 -1.99 -0.87
```